P.
Density functional theory data (ωB97M-V with the def2-TZVPD basis set) for a 3-piece molecular cluster, C3H14N2O2 overall.

Values from the calculation:
HOMO level = -9.50 eV
HOMO-LUMO gap = 10.3 eV
SMILES = NCCCN.O.O

CARTESIAN COORDINATES (ANGSTROEM)
N  -1.16424  -2.28826  -0.23744
C  -1.49157  -0.89502  0.00991
C  -0.60957  -0.36818  1.15571
C  -0.41384  1.10411  1.19127
N  1.05976  1.52711  1.04791
H  -0.23369  -2.57797  0.00557
H  -1.31875  -2.58733  -1.26666
H  -1.34507  -0.27856  -0.82436
H  -2.57711  -0.91703  0.35893
H  0.36274  -0.92326  0.94082
H  -0.92104  -0.83682  2.14525
H  -0.82892  1.57169  0.35647
H  -0.88555  1.55914  2.08912
H  1.26351  2.24879  1.85735
H  1.09608  2.23422  0.25769
O  2.07743  -0.50836  -1.12049
H  1.59771  -1.32125  -0.77444
H  2.21090  -0.01768  -0.24324
O  0.73897  1.44180  -2.40139
H  -0.05933  0.98293  -2.19676
H  1.44158  0.84993  -2.35121

Charges computed using Mulliken, reported in e:
1. N -0.599
2. C -0.155
3. C -0.244
4. C -0.598
5. N -0.641
6. H 0.254
7. H 0.240
8. H 0.087
9. H 0.248
10. H -0.037
11. H 0.313
12. H 0.324
13. H 0.327
14. H 0.255
15. H 0.273
16. O -0.698
17. H 0.303
18. H 0.373
19. O -0.647
20. H 0.277
21. H 0.345

=====

Q.
Density functional theory data (ωB97M-V with the def2-TZVPD basis set) for a 3-piece molecular cluster, C3H14N2O2 overall.

Values from the calculation:
HOMO level = -8.90 eV
HOMO-LUMO gap = 9.8 eV
SMILES = CNCCN.O.O

CARTESIAN COORDINATES (ANGSTROEM)
C  0.23332  1.82666  -0.21326
N  0.35157  0.65801  0.74471
C  0.92322  -0.52055  0.06057
C  1.23475  -1.54290  1.12533
N  0.02602  -2.43208  1.12465
H  -0.52868  2.58945  0.00617
H  1.18975  2.34710  -0.22674
H  0.10627  1.28331  -1.15155
H  0.98474  0.94145  1.47016
H  1.89699  -0.10374  -0.33655
H  0.32285  -0.96397  -0.72621
H  1.25721  -1.12243  2.12392
H  1.94945  -2.30892  0.85161
H  -0.77509  -1.89343  1.45274
H  0.19908  -3.16882  1.84878
O  -0.31696  0.88524  -5.41585
H  -1.23195  0.78472  -5.71392
H  0.20237  0.30083  -5.97505
O  -2.06575  0.83519  3.15842
H  -1.65330  -0.02382  3.20589
H  -1.84237  1.39421  2.41354

Charges computed using Mulliken, reported in e:
1. C -0.829
2. N -0.258
3. C -0.770
4. C -0.341
5. N -0.704
6. H 0.235
7. H 0.301
8. H 0.309
9. H 0.210
10. H 0.391
11. H 0.447
12. H 0.280
13. H 0.295
14. H 0.229
15. H 0.230
16. O -0.638
17. H 0.320
18. H 0.319
19. O -0.651
20. H 0.305
21. H 0.320

=====

Which of them is the most stable? Correct choice: P.

=====

P.
Density functional theory data (ωB97M-V with the def2-TZVPD basis set) for a 3-piece molecular cluster, C3H14N2O2 overall.

Values from the calculation:
HOMO level = -8.67 eV
HOMO-LUMO gap = 9.4 eV
SMILES = NCCCN.O.O

CARTESIAN COORDINATES (ANGSTROEM)
N  2.20063  -0.29953  0.01956
C  1.05257  -0.97794  0.60909
C  -0.23262  -0.74631  -0.26592
C  -1.43281  -1.33659  0.43433
N  -2.15001  -0.38280  1.32294
H  2.62698  -0.51948  -0.86093
H  2.44981  0.55200  0.51206
H  1.29237  -2.06392  0.75546
H  0.82758  -0.54125  1.59179
H  -0.02887  -1.14595  -1.26199
H  -0.38576  0.29772  -0.46241
H  -2.29374  -1.50835  -0.34749
H  -1.13574  -2.30966  0.82414
H  -1.43469  0.00422  1.94776
H  -2.61200  -0.98602  2.01377
O  -1.06153  2.80309  1.20049
H  -0.48038  2.15201  0.76016
H  -1.70116  2.11033  1.43614
O  1.78661  1.38413  -3.27338
H  1.41266  1.44873  -4.15907
H  1.30010  2.06554  -2.79651

Charges computed using Mulliken, reported in e:
1. N -0.438
2. C -0.496
3. C -0.228
4. C -0.612
5. N -0.611
6. H 0.164
7. H 0.185
8. H 0.277
9. H 0.283
10. H 0.348
11. H 0.028
12. H 0.281
13. H 0.327
14. H 0.248
15. H 0.242
16. O -0.680
17. H 0.321
18. H 0.364
19. O -0.627
20. H 0.311
21. H 0.314

=====

Q.
Density functional theory data (ωB97M-V with the def2-TZVPD basis set) for a 3-piece molecular cluster, C3H14N2O2 overall.

Values from the calculation:
HOMO level = -9.27 eV
HOMO-LUMO gap = 9.9 eV
SMILES = C[C@@H](N)CN.O.O

CARTESIAN COORDINATES (ANGSTROEM)
C  0.74709  1.16088  -0.73649
C  0.48228  -0.13152  0.01831
N  -0.94783  -0.41795  0.21187
C  1.14631  -1.39090  -0.49972
N  1.11856  -2.50626  0.47114
H  1.71996  1.61160  -0.56066
H  0.04244  1.91432  -0.35421
H  0.49025  1.15656  -1.80144
H  0.92303  0.07354  1.00641
H  -1.32871  -0.86289  -0.60831
H  -1.43053  0.43748  0.46265
H  0.70355  -1.77380  -1.41970
H  2.18190  -1.12599  -0.75194
H  1.03947  -3.34017  -0.09157
H  2.02274  -2.63210  0.86691
O  -1.69150  5.13756  -1.29918
H  -1.50319  4.61819  -0.51904
H  -2.62857  5.18265  -1.49479
O  -0.97938  -2.43137  2.73372
H  -0.29375  -2.18402  2.09615
H  -1.81411  -2.49580  2.26990

Charges computed using Mulliken, reported in e:
1. C -1.498
2. C 0.402
3. N -0.472
4. C -0.568
5. N -0.523
6. H 0.377
7. H 0.293
8. H 0.330
9. H 0.151
10. H 0.230
11. H 0.216
12. H 0.363
13. H 0.322
14. H 0.226
15. H 0.202
16. O -0.643
17. H 0.325
18. H 0.319
19. O -0.713
20. H 0.358
21. H 0.304

=====

R.
Density functional theory data (ωB97M-V with the def2-TZVPD basis set) for a 3-piece molecular cluster, C3H14N2O2 overall.

Values from the calculation:
HOMO level = -8.26 eV
HOMO-LUMO gap = 9.1 eV
SMILES = NCCCN.O.O

CARTESIAN COORDINATES (ANGSTROEM)
N  -1.43592  0.91005  2.13902
C  -0.57655  -0.23730  1.87563
C  0.18223  -0.10801  0.41892
C  1.53991  -0.77681  0.48707
N  1.93209  -1.59642  -0.63864
H  -1.90723  1.30641  1.31055
H  -1.57631  1.61432  2.90359
H  0.23941  -0.37329  2.57429
H  -1.14382  -1.18956  1.98854
H  0.32763  1.02327  0.39446
H  -0.55155  -0.38262  -0.42296
H  2.28930  -0.02519  0.64955
H  1.65307  -1.70763  1.32271
H  1.60925  -2.53290  -0.40525
H  2.95298  -1.62682  -0.71169
O  0.03080  -1.79264  -2.78049
H  0.94585  -2.09987  -2.49790
H  0.09925  -1.91643  -3.69433
O  -1.47993  3.35664  -0.74513
H  -1.58857  4.20225  -1.27747
H  -2.10293  2.73336  -1.12148

Charges computed using Mulliken, reported in e:
1. N -0.457
2. C -0.514
3. C -0.283
4. C -0.612
5. N -0.562
6. H 0.148
7. H 0.172
8. H 0.379
9. H 0.218
10. H 0.193
11. H 0.268
12. H 0.291
13. H 0.240
14. H 0.325
15. H 0.195
16. O -0.618
17. H 0.316
18. H 0.301
19. O -0.619
20. H 0.299
21. H 0.320

=====

S.
Density functional theory data (ωB97M-V with the def2-TZVPD basis set) for a 3-piece molecular cluster, C3H14N2O2 overall.

Values from the calculation:
HOMO level = -8.99 eV
HOMO-LUMO gap = 9.7 eV
SMILES = CCNCN.O.O

CARTESIAN COORDINATES (ANGSTROEM)
C  -0.42101  0.48169  -2.89724
C  0.28906  0.95504  -1.63850
N  0.56099  -0.12818  -0.66127
C  1.02831  0.18194  0.68584
N  0.24579  -0.24655  1.85849
H  -1.11601  -0.33840  -2.72757
H  -0.96313  1.25854  -3.39872
H  0.37854  0.10329  -3.53004
H  -0.31971  1.70443  -1.08425
H  1.23875  1.47811  -1.83107
H  -0.24298  -0.74550  -0.64910
H  2.06330  -0.14506  0.85235
H  1.11150  1.29404  0.70274
H  0.38840  -1.25933  1.91604
H  -0.72314  -0.18364  1.54083
O  -3.57954  0.76389  4.27503
H  -3.47213  0.38408  5.14729
H  -2.83805  1.35261  4.16099
O  2.46185  -2.31707  -1.01052
H  1.94239  -3.10403  -0.82791
H  1.96683  -1.48992  -0.88341

Charges computed using Mulliken, reported in e:
1. C -1.131
2. C -0.449
3. N -0.383
4. C -0.491
5. N -0.618
6. H 0.327
7. H 0.330
8. H 0.281
9. H 0.329
10. H 0.358
11. H 0.156
12. H 0.387
13. H 0.335
14. H 0.258
15. H 0.284
16. O -0.641
17. H 0.318
18. H 0.321
19. O -0.709
20. H 0.288
21. H 0.449

=====

Which of them is the most stable? Correct choice: Q.

=====

P.
Density functional theory data (ωB97M-V with the def2-TZVPD basis set) for a 2-piece molecular cluster, CH2N2O2 overall.

Values from the calculation:
HOMO level = -10.47 eV
HOMO-LUMO gap = 11.0 eV
SMILES = N#[N+][O-].C=O

CARTESIAN COORDINATES (ANGSTROEM)
N  -2.06725  -0.59508  1.02261
N  -1.72961  -0.19501  0.06968
O  -1.37929  0.31414  -0.91098
C  1.31299  0.08918  -0.04708
O  0.48588  -0.71424  0.33166
H  1.42634  0.50472  -1.11524
H  1.95093  0.59629  0.64935

Charges computed using Mulliken, reported in e:
1. N -0.304
2. N 0.842
3. O -0.539
4. C -0.033
5. O -0.430
6. H 0.207
7. H 0.256

=====

Q.
Density functional theory data (ωB97M-V with the def2-TZVPD basis set) for one molecule with the formula CH2N2O2.

Values from the calculation:
HOMO level (alpha / beta) = -10.01 / -10.01 eV
HOMO-LUMO gap (alpha / beta) = 9.0 / 9.0 eV
SMILES = O=N[C@@H]1NO1

CARTESIAN COORDINATES (ANGSTROEM)
O  1.59481  1.32690  1.51743
N  0.77892  1.30424  0.61943
C  -0.11717  0.21365  0.60932
N  -0.35807  -0.28909  -0.83045
O  -1.29279  0.44202  -0.07143
H  -0.11219  -0.55835  1.37564
H  0.07272  0.35593  -1.50268

Charges computed using Mulliken, reported in e:
1. O -0.290
2. N -0.032
3. C 0.284
4. N -0.382
5. O -0.243
6. H 0.397
7. H 0.266

=====

R.
Density functional theory data (ωB97M-V with the def2-TZVPD basis set) for one molecule with the formula CH2N2O2.

Values from the calculation:
HOMO level = -9.59 eV
HOMO-LUMO gap = 10.3 eV
SMILES = O=C1NN1O

CARTESIAN COORDINATES (ANGSTROEM)
O  2.18233  -0.12807  -0.30911
C  1.05537  0.15112  -0.07005
N  0.09189  1.08573  0.07724
N  -0.16153  -0.37664  0.57787
O  -1.16604  -0.94043  -0.16086
H  -0.34014  1.60133  -0.69782
H  -1.66187  -1.39305  0.58272

Charges computed using Mulliken, reported in e:
1. O -0.431
2. C 0.569
3. N -0.372
4. N -0.085
5. O -0.367
6. H 0.282
7. H 0.405

=====

S.
Density functional theory data (ωB97M-V with the def2-TZVPD basis set) for a 2-piece molecular cluster, CH2N2O2 overall.

Values from the calculation:
HOMO level = -10.30 eV
HOMO-LUMO gap = 11.1 eV
SMILES = N#[N+][O-].C=O

CARTESIAN COORDINATES (ANGSTROEM)
N  -0.36840  0.35752  -1.54560
N  0.49505  0.99933  -1.31809
O  1.39381  1.64220  -1.02998
C  -0.40635  -0.81370  0.98484
O  0.30169  -0.01232  1.53672
H  -1.48781  -0.67379  1.03190
H  0.07200  -1.49923  0.34021

Charges computed using Mulliken, reported in e:
1. N -0.379
2. N 0.896
3. O -0.513
4. C -0.211
5. O -0.388
6. H 0.272
7. H 0.323

=====

Which of them is the most stable? Correct choice: S.

=====

P.
Density functional theory data (ωB97M-V with the def2-TZVPD basis set) for a 2-piece molecular cluster, CH2N2O2 overall.

Values from the calculation:
HOMO level = -10.34 eV
HOMO-LUMO gap = 11.0 eV

CARTESIAN COORDINATES (ANGSTROEM)
C  2.14318  0.56975  -0.30962
N  0.14919  0.10660  0.47365
N  -0.68048  -0.64451  0.03498
O  2.91846  -0.19679  0.00425
O  -1.93333  -0.09998  -0.23592
H  -0.12926  1.08606  0.62444
H  -2.46776  -0.82113  -0.59178

Charges computed using Mulliken, reported in e:
1. C 0.140
2. N -0.143
3. N -0.096
4. O -0.168
5. O -0.393
6. H 0.255
7. H 0.404

=====

Q.
Density functional theory data (ωB97M-V with the def2-TZVPD basis set) for a 2-piece molecular cluster, CH2N2O2 overall.

Values from the calculation:
HOMO level = -7.83 eV
HOMO-LUMO gap = 7.9 eV

CARTESIAN COORDINATES (ANGSTROEM)
C  -0.02758  0.53691  0.00712
N  -1.40199  -1.01757  -0.18972
N  1.15608  -0.02535  0.05433
O  -0.47291  1.63400  0.02846
O  -2.48534  -0.63447  0.06504
H  1.22794  -1.02648  -0.02484
H  2.00379  0.53295  0.05961

Charges computed using Mulliken, reported in e:
1. C 0.497
2. N 0.062
3. N -0.345
4. O -0.449
5. O -0.221
6. H 0.230
7. H 0.227

=====

Which of them is the most stable? Correct choice: P.